{"formula": "C23H36FIrN2OSb2", "method": "ωB97M-V/def2-TZVPD", "symbols": ["C", "H", "C", "H", "H", "Sb", "C", "H", "H", "H", "H", "C", "C", "C", "H", "C", "H", "H", "Ir", "C", "H", "H", "C", "H", "H", "C", "C", "H", "H", "C", "H", "N", "Sb", "C", "H", "O", "H", "H", "C", "H", "H", "C", "C", "H", "H", "H", "C", "H", "H", "C", "H", "H", "H", "H", "H", "H", "N", "F", "H", "C", "C", "C", "C", "C", "H", "H"], "xyz": [[-2.13989, -2.37234, 2.97592], [-3.74871, 4.58024, -0.97319], [-3.86381, 1.37390, -0.68082], [-0.99154, -4.67326, 5.19037], [1.09881, 3.35271, -2.17049], [-1.26907, -2.13305, -0.82502], [-3.96217, 3.69066, -1.56127], [-1.83102, -1.95573, -3.43158], [0.53197, -3.88767, -1.73545], [-2.87227, -3.19799, -2.67986], [-4.88340, 1.44399, -1.04368], [3.26156, 0.22352, 0.14532], [4.85040, -0.10330, -1.58958], [-1.35266, -4.25924, 4.25602], [-0.57662, 4.54920, -3.25130], [-1.11897, 4.63143, -2.30918], [-3.27388, -1.46271, -2.50881], [0.79552, 2.37718, -0.75299], [0.30816, -0.08893, -0.09990], [0.54487, 3.29680, -1.23255], [-2.17125, -5.28479, 1.09873], [-0.94684, -4.76825, -1.27007], [-1.76008, 2.48385, -1.04651], [-1.52207, -2.29457, 5.04327], [1.77009, -0.76902, -2.74734], [2.54805, -0.48366, -2.04490], [0.54977, -0.28118, 4.12621], [-2.65661, -0.55160, 3.91708], [0.86812, 4.12216, -0.59264], [-2.34584, -3.25710, 1.81782], [-4.99213, 3.42283, -1.35920], [-0.88956, 3.41077, -1.51430], [-0.59628, 0.21878, 2.41194], [4.57987, 0.24266, -0.28134], [-3.42804, 0.45604, -1.05619], [-1.33695, 1.44873, -0.43912], [-1.30220, -6.17493, 3.20227], [-3.54955, -1.91935, 0.63595], [-2.01478, -4.62266, 1.94412], [-3.89344, 3.91425, -2.62147], [-2.13040, 1.98945, 3.73462], [2.23104, -0.12709, -0.73177], [-0.24688, -3.98276, -0.97745], [0.92565, -1.30074, 4.04126], [1.39235, 0.40853, 4.19289], [-3.88531, 1.32531, 0.40985], [3.85957, -0.46578, -2.48330], [0.21807, -4.22590, -0.02190], [-0.71711, 5.48538, -1.76440], [-2.46616, -2.19105, -2.57572], [-0.07223, -0.17629, 5.01792], [5.39191, 0.51235, 0.38097], [-3.36310, -3.57995, -0.00768], [-3.16236, -0.64742, 2.19674], [3.04347, 0.49005, 1.17379], [-0.52899, 2.69030, 3.38576], [-3.12270, 2.54566, -1.16707], [6.11669, -0.10167, -2.00499], [-2.14402, 4.82967, -2.53072], [-2.88227, -2.77832, 0.55545], [-2.41401, -0.95162, 2.92862], [-1.53325, -5.11902, 3.11987], [-1.64947, -2.93141, 4.17473], [-1.35864, 2.11119, 2.97477], [4.12623, -0.73481, -3.49720], [-1.76397, 2.60865, 2.09436]], "atomic_forces_ev_per_a": [[0.01, -0.35, -0.34], [0.15, 0.06, -0.01], [0.12, 0.27, -0.07], [-0.01, -0.04, -0.10], [-0.02, 0.01, 0.01], [0.44, 0.11, 0.02], [0.25, -0.08, 0.13], [-0.08, -0.02, 0.06], [-0.05, 0.01, 0.05], [0.01, 0.09, -0.04], [-0.03, -0.02, -0.01], [0.15, 0.07, 0.04], [0.14, -0.03, -0.05], [-0.01, -0.36, -0.20], [0.01, -0.06, 0.01], [0.18, -0.26, 0.15], [0.05, -0.06, -0.04], [0.07, -0.52, 0.29], [-0.65, 0.11, -0.10], [-0.19, 0.41, -0.18], [-0.01, 0.08, 0.08], [0.10, 0.05, 0.02], [-0.18, 0.06, -0.13], [-0.04, -0.03, -0.09], [0.05, 0.01, 0.04], [0.01, 0.00, -0.24], [-0.08, -0.02, 0.03], [0.02, -0.03, -0.12], [-0.07, 0.00, -0.05], [0.13, 0.17, 0.38], [-0.05, 0.00, 0.04], [-0.12, 0.10, 0.04], [0.44, -0.12, -0.16], [-0.02, 0.04, 0.21], [0.11, -0.13, -0.08], [0.29, 0.05, -0.03], [0.00, 0.09, 0.07], [0.10, -0.05, -0.04], [-0.03, 0.18, -0.04], [0.04, -0.01, -0.09], [0.05, 0.04, -0.02], [-0.41, -0.07, 0.41], [-0.08, -0.06, 0.00], [-0.01, 0.08, 0.03], [-0.04, -0.05, -0.01], [0.02, 0.04, 0.07], [-0.07, -0.08, -0.17], [0.00, 0.00, -0.08], [0.01, 0.00, 0.04], [-0.01, 0.01, 0.00], [0.11, 0.00, -0.05], [-0.01, -0.01, -0.02], [0.03, 0.05, 0.01], [0.11, 0.03, 0.03], [0.01, -0.01, -0.03], [-0.09, -0.02, -0.05], [0.08, 0.07, -0.08], [0.00, 0.02, -0.01], [-0.43, -0.05, -0.03], [-0.22, 0.05, 0.11], [-0.33, 0.06, 0.04], [0.10, 0.10, 0.38], [-0.01, 0.01, -0.10], [-0.04, 0.04, -0.04], [0.00, 0.01, 0.03], [0.03, -0.02, 0.09]], "mulliken_charge": [0.924, 0.412, -0.771, 0.446, 0.359, 0.426, -1.204, 0.450, 0.434, 0.403, 0.480, -0.125, 0.338, -0.620, 0.329, -0.973, 0.410, 0.129, 1.581, -1.007, 0.471, 0.377, 0.524, 0.466, 0.339, -0.199, -1.290, 0.742, 0.361, 0.892, 0.405, 0.079, 0.623, -0.715, -0.027, -1.070, 0.444, 0.638, -0.734, 0.380, 0.436, 0.142, -1.289, 0.387, 0.442, 0.253, -0.664, 0.404, 0.340, -1.307, 0.381, 0.448, 0.744, 0.425, 0.300, 0.456, 0.008, -0.293, 0.352, -1.689, -1.574, -0.610, -0.707, -1.152, 0.454, 0.183], "e_homo_ev": [-12.913, -13.600], "s_squared": 6.03, "total_charge": 2, "e_above_lowest_kcal_mol": 10.0, "multiplicity": 5, "total_energy_ha": -1766.7500}

---

{"formula": "C23H36GeLiNO2SSi", "method": "ωB97M-V/def2-TZVPD", "symbols": ["H", "H", "H", "H", "C", "N", "C", "C", "C", "Si", "H", "C", "C", "H", "C", "C", "H", "H", "H", "H", "H", "H", "C", "H", "C", "H", "C", "H", "C", "H", "H", "C", "H", "C", "H", "H", "H", "C", "O", "H", "H", "C", "H", "H", "H", "Ge", "H", "C", "H", "S", "H", "C", "C", "H", "H", "C", "H", "O", "C", "H", "H", "C", "H", "Li", "H", "C"], "xyz": [[-2.75506, 4.46145, -2.07713], [-6.29483, -0.40419, 1.03471], [-4.79421, -0.84218, -1.02965], [5.21837, 1.85102, -1.50505], [-0.72834, 0.02698, 2.86772], [2.22709, -0.02259, 0.23771], [-3.08682, 0.14918, 3.26906], [-5.78554, 0.38813, 0.43484], [-1.02954, 1.44421, -1.54858], [3.32771, 0.27332, -1.02058], [3.96018, 2.62610, -0.53156], [1.80188, -1.16147, 3.71060], [0.47851, 4.13354, -1.34583], [0.05574, 2.55970, 1.54734], [4.52504, 1.70070, -0.67129], [1.55059, -0.64487, 2.45940], [-4.08125, -1.00360, 0.57261], [-3.57337, 3.81484, -0.65603], [-7.33960, 1.76885, -0.15752], [0.96951, -1.34882, 4.37792], [-1.37225, 1.97946, 5.54100], [3.75072, -2.06411, -1.76018], [-0.86230, 3.09313, 1.28914], [-3.98791, 1.50144, -1.14195], [-1.55908, 1.32042, 4.70100], [-0.57321, 1.49046, -2.53490], [4.13971, -1.16964, 3.22993], [-7.20324, 0.33525, -1.19784], [-0.48444, 0.85629, 3.95519], [-5.46189, 1.13414, 1.17885], [3.30165, -1.82468, 5.10907], [4.39716, -1.22132, -1.50126], [5.06177, -1.54920, -0.69947], [2.39834, 0.73609, -2.58111], [-4.09760, -0.09760, 2.96574], [-3.69475, 1.36388, 4.93449], [1.40235, 3.65389, -1.01526], [-2.65176, 4.28270, -1.00474], [0.26057, -0.39504, 2.00846], [-2.53742, 5.24655, -0.49972], [5.01154, -0.98578, -2.37626], [-2.02276, -0.33836, 2.52605], [-2.16416, -0.93878, 1.63574], [0.46507, 5.15927, -0.96824], [3.09851, 0.89661, -3.40727], [-1.08432, 3.12676, -0.66808], [0.52660, 1.15423, 4.19597], [3.87783, -0.68582, 1.95681], [0.48070, 4.16565, -2.43728], [-2.09618, 0.12138, -1.45524], [4.70930, -0.51024, 1.28556], [-3.48386, 0.76526, -0.50989], [-6.62059, 1.08291, -0.63211], [-0.78844, 4.11614, 1.66763], [5.11426, 1.53258, 0.23309], [2.56570, -0.42553, 1.48212], [5.16908, -1.35238, 3.52180], [-1.45846, -0.91806, -0.49650], [-2.86099, 0.97495, 4.36305], [-1.69698, 2.59974, 1.78896], [1.81282, 1.64484, -2.43524], [3.10828, -1.42749, 4.12050], [1.69928, -0.05182, -2.87186], [0.22253, 0.01061, -0.10743], [-3.07453, 1.26222, 0.37737], [-4.51332, -0.28243, -0.13049]], "atomic_forces_ev_per_a": [[-0.01, 0.00, 0.00], [-0.04, 0.03, -0.03], [-0.01, -0.01, 0.01], [-0.01, 0.00, 0.00], [0.02, -0.03, -0.01], [-0.05, 0.01, 0.03], [-0.02, 0.00, -0.02], [0.05, -0.08, 0.04], [0.09, -0.03, 0.02], [0.01, -0.02, -0.01], [0.00, 0.00, 0.01], [-0.04, 0.01, -0.01], [-0.01, 0.00, 0.04], [-0.01, 0.02, 0.02], [0.01, 0.00, -0.01], [0.04, -0.01, -0.01], [0.00, 0.02, 0.00], [0.00, -0.01, -0.01], [-0.03, 0.01, -0.04], [0.00, 0.00, 0.00], [0.00, 0.00, 0.00], [0.00, 0.00, 0.00], [0.05, -0.04, -0.04], [0.02, 0.02, 0.01], [0.01, -0.01, -0.02], [-0.01, 0.00, 0.00], [-0.03, 0.01, 0.00], [-0.02, 0.01, 0.01], [-0.02, 0.02, 0.02], [0.01, -0.02, 0.01], [0.00, 0.00, 0.00], [0.00, 0.01, 0.01], [0.00, 0.00, 0.00], [0.01, -0.01, 0.01], [0.00, 0.00, 0.00], [0.00, 0.00, 0.00], [0.00, 0.00, 0.00], [-0.01, 0.00, -0.01], [-0.01, 0.01, 0.01], [0.02, 0.00, 0.00], [0.00, 0.00, 0.00], [0.01, 0.01, 0.01], [0.01, 0.00, -0.01], [0.01, 0.00, -0.01], [0.00, 0.01, 0.00], [-0.05, 0.07, -0.02], [0.01, -0.01, -0.01], [-0.02, 0.00, 0.00], [-0.01, 0.00, -0.01], [0.06, -0.01, 0.09], [0.00, 0.00, -0.01], [-0.03, 0.03, -0.14], [0.01, -0.03, 0.08], [0.00, 0.00, 0.02], [0.00, 0.01, 0.00], [0.04, 0.00, -0.01], [0.00, 0.00, 0.01], [0.07, 0.05, -0.01], [0.01, 0.01, 0.02], [-0.01, 0.00, 0.02], [0.00, 0.00, -0.01], [0.04, -0.01, 0.00], [0.00, 0.01, 0.00], [-0.12, -0.07, -0.04], [0.01, -0.02, 0.00], [-0.05, 0.06, -0.01]], "mulliken_charge": [0.327, 0.365, 0.476, 0.339, 0.354, 0.268, -0.437, -0.526, -0.679, -0.039, 0.249, -0.543, -1.192, 0.220, -1.054, 0.081, 0.222, 0.393, 0.120, 0.453, 0.320, 0.270, -1.083, 0.712, -0.758, 0.343, -1.053, 0.041, 0.200, 0.238, 0.346, -1.132, 0.349, -0.887, 0.472, 0.386, 0.092, -1.393, -0.106, 0.397, 0.307, -0.600, 0.391, 0.384, 0.393, 0.589, 0.492, -0.367, 0.360, -0.124, 0.221, 0.088, -1.361, 0.493, 0.346, 0.422, 0.346, -0.731, -0.672, 0.238, 0.026, -0.679, 0.293, 0.979, -0.438, -0.548], "e_homo_ev": 0.719, "total_charge": -2, "e_above_lowest_kcal_mol": 0.0, "total_energy_ha": -3875.3836}

---

{"formula": "C23H36MnP2", "method": "ωB97M-V/def2-TZVPD", "symbols": ["H", "H", "C", "H", "H", "P", "H", "H", "H", "C", "H", "H", "H", "C", "C", "H", "H", "C", "H", "C", "H", "H", "C", "H", "H", "C", "H", "C", "H", "H", "C", "C", "H", "H", "H", "C", "C", "C", "C", "H", "C", "H", "H", "H", "C", "H", "C", "H", "H", "H", "H", "H", "C", "C", "Mn", "H", "C", "C", "P", "H", "C", "H"], "xyz": [[-0.57454, -0.40774, -5.59463], [7.42539, 2.13237, -0.86935], [2.47983, 1.33905, -1.88360], [2.19258, 3.82673, 2.83657], [2.60939, 0.74121, 4.63697], [1.90714, 1.43676, 2.34772], [0.29140, -0.32159, 3.08192], [3.79964, 0.38902, 3.32153], [4.67005, 4.13615, 0.19370], [5.09131, 2.75259, -3.51432], [5.64238, 5.41043, -1.57091], [-1.86675, -0.24409, -4.40366], [2.11670, -1.81511, -3.15956], [1.20119, -1.76281, -3.76384], [3.07422, 1.13164, 3.72181], [-3.95724, -4.81286, 0.00937], [-3.53673, 0.15158, 0.02309], [-2.69376, -3.12766, -0.42520], [-0.92637, 1.17300, -4.87008], [-4.81144, -1.54472, 0.47512], [2.57744, 0.49237, -1.15451], [0.47668, 3.33163, 3.12008], [-1.48041, -1.10788, -1.15982], [6.10952, -0.28365, -2.06478], [7.28622, 0.79269, -2.86658], [1.36628, 3.18221, 2.48580], [4.37639, 0.60269, -3.22629], [-0.86057, 0.09854, -4.66556], [0.97092, 1.99819, -3.16931], [4.50434, 3.00826, -4.41356], [0.46489, 0.31550, 2.19996], [-3.86722, -3.72512, 0.02587], [1.46194, -1.79442, -4.83174], [-5.64125, -0.92251, 0.81411], [1.13731, 3.50044, 1.44559], [5.07519, 3.57780, -0.65652], [-3.64349, -0.93999, 0.02094], [6.06359, 3.84221, -3.07168], [5.23340, 2.10809, -0.50009], [2.18059, 1.00420, -3.99038], [5.97894, 4.35484, -1.57687], [0.57877, -2.64116, -3.52771], [2.32965, 2.27491, -1.27884], [0.74208, -0.33462, 1.33311], [5.16196, 1.37377, -2.99915], [6.78558, 0.65600, -0.12557], [1.56055, 1.08056, -3.07199], [7.01666, 4.39745, -1.19592], [3.64250, 2.05752, 3.92943], [-0.45230, 0.85308, 1.90548], [-5.84691, -3.41360, 0.83866], [5.87184, 4.74480, -3.68804], [-2.58389, -1.71774, -0.49292], [6.36965, 0.77022, -2.25484], [4.23414, 2.56155, -1.93265], [4.66847, 1.61521, 0.32094], [-4.93078, -2.93981, 0.48118], [6.56524, 1.43657, -0.87855], [0.28553, -0.25768, -3.32627], [-1.85040, -3.73481, -0.76632], [-0.57472, -0.60863, -1.84665], [7.11047, 3.53949, -3.24520]], "atomic_forces_ev_per_a": [[0.08, 0.15, 0.10], [-0.52, -0.10, -0.06], [-2.69, -2.50, 1.35], [-0.33, -0.43, -0.08], [0.28, 0.17, -0.02], [1.47, 0.75, -2.11], [-0.16, 0.29, -0.27], [-0.45, 0.41, 0.51], [-0.37, -0.17, -0.41], [1.17, -0.47, -2.81], [0.06, -0.52, -0.10], [0.34, -0.03, 0.29], [-0.24, 0.02, -0.17], [0.05, -0.28, -0.04], [-0.02, -0.69, 0.32], [0.07, 0.30, 0.09], [-0.16, -0.46, -0.04], [-0.20, -0.72, -0.02], [0.02, -0.11, -0.01], [0.49, 0.17, -0.07], [0.32, 0.70, -0.72], [0.31, 0.16, -0.16], [-2.07, -1.07, 0.97], [0.24, 0.22, -0.25], [-0.21, -0.07, 0.19], [-0.66, 0.27, 0.00], [0.97, 0.82, -0.73], [-0.01, 0.72, -1.17], [0.00, 0.03, -0.40], [0.23, -0.34, 0.34], [0.11, -0.66, -0.06], [0.51, 0.26, -0.07], [-0.02, 0.15, 0.31], [0.25, -0.16, -0.01], [-0.04, -0.09, 0.72], [1.82, -0.15, 2.45], [-0.75, 0.47, 0.26], [0.85, 0.48, -0.56], [2.88, 0.72, 3.27], [-0.21, 0.15, 0.12], [0.89, 0.68, 0.36], [0.18, 0.41, -0.07], [-0.23, -0.41, -0.59], [-0.46, 0.35, 0.78], [1.83, -1.29, -1.30], [0.08, 0.36, -0.31], [-0.05, 1.11, -0.81], [-0.21, -0.02, -0.07], [-0.42, -0.41, -0.11], [0.38, -0.13, 0.30], [0.26, 0.16, -0.14], [0.24, -0.66, 0.09], [1.45, 0.77, -0.98], [-0.21, -0.31, -0.54], [-8.01, 1.29, 0.34], [0.36, 0.51, -0.33], [-0.36, -0.13, 0.04], [-0.24, -0.31, 0.38], [-0.70, -1.43, 3.45], [-0.36, 0.15, 0.06], [2.47, 0.82, -1.43], [-0.27, 0.12, -0.07]], "mulliken_charge": [0.413, 0.214, -0.351, 0.332, 0.382, 0.478, 0.414, 0.293, 0.527, -0.296, 0.434, 0.364, 0.366, -1.340, -1.115, 0.346, 0.357, -0.580, 0.421, -0.367, 0.460, 0.367, 1.018, 0.323, 0.312, -1.077, 0.404, -1.346, 0.367, 0.503, -1.037, -0.377, 0.446, 0.348, 0.233, -0.737, -0.602, -0.818, 0.252, 0.381, -0.973, 0.368, 0.113, 0.191, -0.389, 0.417, -0.613, 0.326, 0.277, 0.312, 0.350, 0.321, 0.398, -1.093, -0.159, 0.430, -0.495, -0.811, 1.039, 0.339, -1.357, 0.297], "e_homo_ev": [-4.193, -7.281], "s_squared": 8.96, "e_above_lowest_kcal_mol": 107.8, "multiplicity": 6, "total_energy_ha": -2731.2026}